1.
{"formula": "C17H35BrN9ORu", "method": "the ωB97M-V functional and the def2-TZVPD basis", "species": ["Ru", "C", "N", "C", "C", "N", "N", "C", "N", "N", "H", "H", "H", "H", "H", "H", "H", "H", "H", "H", "H", "O", "C", "C", "C", "C", "C", "C", "C", "C", "N", "H", "H", "H", "H", "H", "H", "H", "H", "H", "H", "H", "C", "N", "C", "C", "N", "N", "C", "C", "H", "H", "H", "H", "H", "H", "H", "H", "H", "H", "H", "H", "H", "Br"], "coordinates": [[-0.29, 0.27, 0.19], [-4.76, 2.10, 1.14], [-4.64, 0.73, 0.65], [-5.88, -0.01, 0.36], [-3.44, 0.22, 0.37], [-2.35, 0.93, 0.32], [-3.39, -1.13, 0.17], [-2.39, -1.82, -0.45], [-2.53, -3.15, -0.43], [-1.42, -1.21, -1.05], [-5.73, 2.21, 1.62], [-4.70, 2.83, 0.33], [-3.99, 2.30, 1.88], [-6.15, -0.69, 1.17], [-5.79, -0.56, -0.57], [-6.69, 0.71, 0.24], [-2.50, 1.93, 0.33], [-4.15, -1.68, 0.55], [-3.28, -3.62, 0.06], [-1.79, -3.74, -0.77], [-0.81, -1.87, -1.52], [1.55, -0.47, -1.30], [2.36, 0.39, -2.14], [1.56, 1.04, -3.26], [0.28, 1.67, -2.71], [0.55, 2.67, -1.63], [1.41, 3.75, -1.81], [1.59, 4.65, -0.78], [0.88, 4.49, 0.40], [0.03, 3.41, 0.50], [-0.10, 2.50, -0.47], [1.27, -1.21, -1.85], [3.19, -0.17, -2.55], [2.75, 1.15, -1.46], [1.29, 0.31, -4.03], [2.20, 1.79, -3.74], [-0.36, 0.89, -2.30], [-0.27, 2.15, -3.52], [1.92, 3.88, -2.75], [2.28, 5.48, -0.89], [0.96, 5.19, 1.22], [-0.57, 3.25, 1.39], [0.75, 3.15, 4.38], [0.55, 2.02, 3.48], [-0.79, 1.46, 3.46], [1.56, 1.53, 2.71], [1.36, 1.03, 1.51], [2.82, 1.64, 3.21], [3.11, 1.37, 4.62], [3.96, 1.49, 2.32], [0.05, 3.95, 4.12], [1.76, 3.54, 4.30], [0.56, 2.87, 5.42], [-0.84, 0.53, 4.04], [-1.11, 1.22, 2.45], [-1.48, 2.18, 3.89], [2.18, 0.58, 1.14], [2.20, 1.26, 5.19], [3.70, 2.18, 5.04], [3.67, 0.44, 4.70], [4.15, 0.44, 2.07], [4.84, 1.87, 2.84], [3.82, 2.06, 1.41], [-0.23, -1.64, 1.79]], "lowdin_spin": [0.93, 0.00, 0.00, 0.00, 0.00, -0.01, 0.00, 0.00, 0.00, -0.01, 0.00, 0.00, 0.00, 0.00, 0.00, 0.00, 0.00, 0.00, 0.00, 0.00, 0.00, 0.02, 0.00, 0.00, 0.01, 0.00, 0.00, 0.00, 0.00, 0.00, 0.00, 0.00, 0.00, 0.00, 0.00, 0.00, 0.00, 0.00, 0.00, 0.00, 0.00, 0.00, 0.00, 0.00, 0.01, 0.00, -0.01, 0.00, 0.00, 0.00, 0.00, 0.00, 0.00, 0.00, 0.00, 0.00, 0.00, 0.00, 0.00, 0.00, 0.00, 0.00, 0.00, 0.04], "total_charge": 2, "relative_energy_kcal_mol": 45.8, "spin_multiplicity": 2, "homo_energy_ev": [-14.18, -14.18], "e_tot_ha": -3905.2720, "gap_ev": [7.674, 7.431], "max_force_ev_per_a": 1.7}

---

2.
{"formula": "C26H48OP2Ru", "method": "the ωB97M-V functional and the def2-TZVPD basis", "species": ["Ru", "C", "C", "C", "C", "C", "C", "H", "H", "H", "C", "H", "H", "H", "C", "H", "H", "H", "C", "H", "H", "H", "C", "H", "H", "H", "C", "C", "C", "C", "C", "C", "C", "C", "H", "H", "H", "H", "H", "H", "H", "H", "H", "H", "H", "H", "P", "C", "C", "P", "C", "C", "C", "H", "H", "H", "H", "H", "H", "H", "H", "H", "H", "H", "H", "H", "H", "C", "C", "C", "O", "H", "H", "H", "H", "H", "H", "H"], "coordinates": [[0.06, -0.38, 0.84], [-0.93, -1.83, 2.29], [0.39, -2.23, 1.80], [0.64, -0.78, 3.61], [-0.73, -1.00, 3.45], [1.34, -1.41, 2.53], [-2.23, -2.45, 1.90], [-2.18, -2.94, 0.92], [-3.03, -1.70, 1.88], [-2.52, -3.22, 2.63], [-1.80, -0.55, 4.36], [-2.78, -0.97, 4.07], [-1.89, 0.55, 4.37], [-1.61, -0.87, 5.39], [1.31, -0.13, 4.75], [1.24, -0.74, 5.67], [0.87, 0.85, 4.98], [2.37, 0.01, 4.55], [2.81, -1.46, 2.38], [3.26, -2.12, 3.13], [3.25, -0.46, 2.52], [3.10, -1.82, 1.39], [0.75, -3.49, 1.11], [1.12, -4.23, 1.84], [1.54, -3.32, 0.38], [-0.11, -3.94, 0.60], [-1.38, 1.22, -3.39], [-1.71, -0.10, -3.45], [-1.21, -1.03, -4.52], [0.28, -0.88, -4.92], [1.20, -0.50, -3.82], [1.64, 0.77, -3.60], [0.98, 2.00, -4.14], [-0.55, 1.94, -4.40], [-1.83, -0.89, -5.43], [0.35, -0.17, -5.77], [-1.38, -2.07, -4.21], [-0.74, 1.57, -5.42], [-1.86, 1.87, -2.66], [-2.66, -0.45, -3.02], [-0.89, 2.99, -4.40], [1.18, 2.82, -3.44], [2.62, 0.95, -3.14], [1.47, 2.28, -5.09], [0.60, -1.86, -5.31], [1.68, -1.35, -3.33], [-1.50, -0.28, -0.77], [-3.11, 0.47, -0.71], [-1.22, -1.93, -1.42], [1.87, 0.43, -0.25], [0.13, 0.78, -1.06], [2.88, -0.81, -1.10], [2.70, 2.02, -0.16], [-3.14, 1.27, 0.04], [-3.83, -0.30, -0.42], [-3.41, 0.89, -1.68], [-0.55, -1.92, -2.29], [-2.20, -2.35, -1.68], [-0.77, -2.55, -0.64], [2.71, 2.51, -1.14], [3.72, 1.86, 0.20], [2.16, 2.63, 0.57], [-0.09, 1.86, -1.07], [0.22, 0.37, -2.07], [3.65, -1.15, -0.39], [3.37, -0.41, -1.99], [2.27, -1.67, -1.37], [-1.81, 2.62, 1.98], [-0.31, 2.67, 2.25], [0.01, 2.87, 3.73], [0.40, 1.55, 1.80], [-2.25, 1.68, 2.36], [-2.01, 2.71, 0.91], [-2.33, 3.46, 2.48], [0.09, 3.55, 1.71], [-0.55, 2.15, 4.34], [1.08, 2.71, 3.90], [-0.25, 3.87, 4.08]], "lowdin_spin": [1.98, 0.01, 0.13, 0.14, 0.21, 0.07, 0.00, 0.00, 0.00, 0.00, 0.03, 0.00, 0.01, 0.01, 0.02, 0.01, 0.00, 0.00, 0.01, 0.00, 0.00, 0.00, 0.03, 0.01, 0.01, 0.00, 0.02, 0.00, 0.00, 0.00, 0.00, 0.01, 0.00, 0.00, 0.00, 0.00, 0.00, 0.00, 0.00, 0.00, 0.00, 0.00, 0.00, 0.00, 0.00, 0.00, 0.16, 0.02, 0.05, 0.25, 0.05, 0.04, 0.05, 0.00, 0.01, 0.00, 0.00, 0.01, 0.01, 0.01, 0.00, 0.00, 0.01, 0.02, 0.01, 0.01, 0.00, 0.01, 0.05, 0.01, 0.48, 0.00, 0.00, 0.00, 0.02, 0.00, 0.00, 0.00], "total_charge": 2, "spin_multiplicity": 5, "homo_energy_ev": [-12.26, -14.05], "e_tot_ha": -1871.5164, "gap_ev": [5.373, 5.963], "max_force_ev_per_a": 4.9}

---

3.
{"formula": "C48H60EuN6O6PS2Te", "method": "the ωB97M-V functional and the def2-TZVPD basis", "species": ["Eu", "C", "C", "N", "N", "C", "S", "S", "C", "C", "C", "C", "C", "C", "C", "C", "C", "C", "C", "C", "C", "O", "H", "H", "H", "H", "H", "H", "H", "H", "H", "H", "H", "H", "H", "H", "C", "C", "C", "C", "N", "C", "C", "C", "C", "C", "C", "N", "H", "H", "H", "H", "H", "H", "H", "H", "C", "C", "C", "C", "C", "C", "C", "N", "C", "C", "C", "C", "C", "C", "C", "N", "C", "C", "C", "C", "H", "H", "H", "H", "H", "H", "H", "H", "H", "H", "H", "H", "H", "H", "H", "H", "H", "H", "H", "H", "H", "H", "H", "H", "O", "H", "H", "O", "H", "H", "C", "C", "O", "P", "O", "Te", "O", "C", "C", "H", "H", "H", "H", "H", "H", "H", "H", "H", "H"], "coordinates": [[-0.52, -0.53, -1.05], [-1.28, 4.01, 0.97], [-1.66, 2.76, 0.30], [-0.76, 1.80, 0.01], [0.39, 1.84, 0.75], [2.44, 0.90, 1.31], [3.17, 0.20, -0.03], [3.27, 1.84, 2.52], [2.84, 3.62, 2.27], [3.69, 4.26, 1.20], [4.28, 3.59, 0.13], [5.12, 4.24, -0.74], [5.42, 5.60, -0.56], [4.75, 6.29, 0.40], [3.90, 5.64, 1.32], [-3.11, 2.55, -0.07], [-4.09, 3.54, -0.07], [-5.46, 3.22, -0.31], [-5.90, 1.91, -0.41], [-4.93, 0.86, -0.41], [-3.56, 1.23, -0.45], [-2.70, 0.22, -0.62], [-0.32, 3.83, 1.50], [-2.05, 4.36, 1.67], [-1.06, 4.86, 0.27], [3.21, 4.05, 3.24], [1.78, 3.83, 2.17], [3.99, 2.54, 0.06], [5.52, 3.70, -1.56], [6.11, 6.11, -1.18], [4.81, 7.36, 0.48], [3.43, 6.15, 2.20], [-3.84, 4.57, 0.21], [-6.19, 4.07, -0.41], [-6.98, 1.71, -0.36], [-5.31, -0.17, -0.56], [2.37, -4.86, -3.36], [3.20, -4.37, -4.40], [3.50, -3.01, -4.36], [2.90, -2.20, -3.40], [2.16, -2.72, -2.40], [1.93, -4.03, -2.34], [3.13, -0.74, -3.43], [4.24, -0.20, -4.16], [4.25, 1.14, -4.41], [3.25, 1.97, -3.87], [2.29, 1.36, -3.06], [2.21, 0.04, -2.93], [2.06, -5.94, -3.38], [3.41, -5.04, -5.21], [4.18, -2.56, -5.12], [1.20, -4.42, -1.51], [5.06, -0.85, -4.51], [4.97, 1.63, -5.00], [3.04, 3.02, -4.10], [1.59, 1.92, -2.50], [-0.60, 1.24, 5.62], [0.59, 0.29, 5.47], [1.92, 1.01, 5.91], [0.44, -0.95, 6.33], [0.59, -0.07, 3.99], [0.73, 0.99, 3.11], [0.92, 0.71, 1.67], [0.24, -0.50, 1.25], [-0.09, -1.46, 2.13], [0.18, -1.31, 3.52], [-0.66, -2.79, 1.65], [-0.54, -3.94, 2.51], [-1.17, -5.14, 2.14], [-1.98, -5.08, 0.98], [-2.14, -3.92, 0.28], [-1.42, -2.80, 0.53], [-0.96, -6.49, 2.92], [0.56, -6.87, 2.83], [-1.83, -7.56, 2.32], [-1.23, -6.27, 4.41], [-0.78, 1.47, 6.69], [-1.52, 0.80, 5.23], [-0.54, 2.19, 5.07], [1.96, 1.11, 7.04], [1.95, 1.97, 5.40], [2.77, 0.39, 5.59], [0.38, -0.71, 7.41], [1.28, -1.62, 6.12], [-0.52, -1.47, 6.19], [0.89, 2.01, 3.57], [1.01, 2.63, 0.55], [0.01, -2.14, 4.17], [0.04, -3.93, 3.41], [-2.43, -6.05, 0.63], [-2.78, -3.85, -0.59], [0.99, -6.63, 1.84], [0.67, -7.94, 3.14], [1.12, -6.20, 3.55], [-1.42, -7.92, 1.35], [-2.87, -7.21, 2.25], [-1.80, -8.42, 3.02], [-0.68, -5.44, 4.89], [-0.95, -7.21, 4.94], [-2.28, -6.12, 4.69], [-1.15, -2.06, -2.90], [-0.89, -1.66, -3.76], [-1.05, -3.03, -3.01], [-2.87, 2.98, 3.76], [-3.28, 3.78, 4.10], [-3.57, 2.31, 3.86], [-5.27, -0.02, -4.98], [-3.82, -0.09, -4.66], [-3.07, 1.15, -4.95], [-1.51, 1.06, -4.50], [-1.17, 0.74, -3.07], [-0.29, -0.44, -6.00], [-1.11, 2.61, -4.59], [-1.35, 3.51, -5.74], [-0.01, 4.21, -5.95], [-5.89, 0.00, -4.10], [-5.48, -0.92, -5.58], [-5.60, 0.86, -5.53], [-3.34, -0.91, -5.17], [-3.72, -0.17, -3.57], [-2.09, 4.29, -5.44], [-1.73, 2.99, -6.64], [0.43, 4.12, -6.97], [0.75, 3.89, -5.22], [-0.24, 5.26, -5.85]], "lowdin_spin": [4.04, 0.00, 0.00, 0.01, 0.05, 0.44, 0.38, 0.11, 0.05, 0.00, 0.00, 0.00, 0.00, 0.00, 0.00, 0.00, 0.00, 0.00, 0.00, 0.00, 0.00, 0.00, 0.00, 0.00, 0.00, 0.00, 0.00, 0.00, 0.00, 0.00, 0.00, 0.00, 0.00, 0.00, 0.00, 0.00, 0.00, 0.00, 0.00, 0.00, 0.00, 0.00, 0.00, 0.00, 0.00, 0.00, 0.01, 0.01, 0.00, 0.00, 0.00, 0.00, 0.00, 0.00, 0.00, 0.00, 0.00, 0.00, 0.00, 0.00, 0.04, 0.30, 0.09, 0.16, 0.06, 0.20, 0.00, 0.00, 0.00, 0.00, 0.00, 0.00, 0.00, 0.00, 0.00, 0.00, 0.00, 0.00, 0.00, 0.00, 0.00, 0.00, 0.00, 0.00, 0.00, 0.01, 0.00, 0.01, 0.00, 0.00, 0.00, 0.00, 0.00, 0.00, 0.00, 0.00, 0.00, 0.00, 0.00, 0.00, -0.01, 0.00, 0.00, 0.00, 0.00, 0.00, 0.00, 0.00, 0.00, 0.00, 0.00, 0.00, 0.00, 0.00, 0.00, 0.00, 0.00, 0.00, 0.00, 0.00, 0.00, 0.00, 0.00, 0.00, 0.00], "total_charge": 0, "relative_energy_kcal_mol": 136.6, "spin_multiplicity": 7, "homo_energy_ev": [-5.42, -6.69], "e_tot_ha": -4761.0248, "gap_ev": [4.850, 4.934], "max_force_ev_per_a": 3.0}

---

4.
{"formula": "C24H57NO7S5", "method": "the ωB97M-V functional and the def2-TZVPD basis", "species": ["C", "C", "N", "C", "C", "C", "C", "C", "O", "C", "H", "H", "H", "H", "H", "H", "H", "H", "H", "H", "H", "H", "H", "H", "H", "H", "H", "H", "H", "H", "O", "H", "C", "S", "O", "C", "H", "H", "H", "H", "H", "H", "C", "S", "O", "C", "H", "H", "H", "H", "H", "H", "C", "S", "O", "C", "H", "H", "H", "H", "H", "H", "C", "S", "O", "C", "H", "H", "H", "H", "H", "H", "C", "S", "O", "C", "H", "H", "H", "H", "H", "H", "C", "C", "C", "C", "C", "C", "H", "H", "H", "H", "H", "H"], "coordinates": [[0.27, -2.15, 5.47], [-0.32, -0.88, 4.83], [0.29, -0.36, 3.55], [0.26, -1.56, 2.61], [-0.45, 0.87, 3.04], [-0.16, 2.17, 3.80], [1.75, -0.10, 3.89], [2.59, 0.41, 2.70], [3.87, 0.68, 3.16], [4.72, 1.47, 2.38], [1.28, -2.63, 5.61], [-0.15, -2.90, 4.88], [-0.29, -2.38, 6.51], [-0.19, -0.16, 5.57], [-1.35, -0.98, 4.82], [-0.71, -1.82, 2.57], [0.68, -2.46, 2.87], [0.25, -1.24, 1.56], [-1.57, 0.71, 3.02], [-0.22, 1.06, 2.03], [0.94, 2.39, 3.73], [-0.36, 2.06, 4.91], [-0.63, 3.05, 3.19], [2.32, -0.88, 4.38], [1.74, 0.76, 4.72], [2.25, 1.32, 2.43], [2.77, -0.06, 1.74], [5.37, 1.85, 3.05], [4.22, 2.40, 1.85], [5.08, 0.84, 1.51], [-0.15, -0.26, -0.84], [-0.47, 0.62, -1.38], [-3.55, -1.66, -1.03], [-2.26, -2.26, -0.03], [-2.89, -2.12, 1.41], [-2.52, -3.97, -0.45], [-3.19, -0.58, -1.33], [-4.53, -1.71, -0.33], [-3.43, -2.17, -1.89], [-2.30, -4.03, -1.48], [-3.33, -4.36, 0.16], [-1.66, -4.27, 0.06], [0.78, 3.02, -0.68], [1.59, 2.23, -1.97], [2.02, 3.47, -2.86], [2.95, 1.71, -1.13], [0.56, 2.25, 0.24], [-0.13, 3.32, -1.23], [1.32, 4.00, -0.32], [3.58, 0.96, -1.64], [2.55, 1.44, -0.16], [3.59, 2.35, -0.73], [3.33, -2.25, -0.39], [2.90, -3.94, -0.95], [3.80, -4.69, 0.03], [1.30, -3.94, -0.13], [4.19, -1.87, -0.78], [3.33, -2.27, 0.62], [2.54, -1.39, -0.58], [0.75, -4.86, -0.11], [0.73, -3.21, -0.45], [1.62, -3.89, 1.10], [-0.52, -2.28, -3.39], [1.19, -1.74, -3.40], [1.98, -3.00, -3.58], [1.21, -0.91, -5.00], [-0.74, -2.69, -4.15], [-1.21, -1.57, -3.22], [-0.74, -3.06, -2.66], [1.26, -1.69, -5.85], [2.24, -0.51, -5.02], [0.50, -0.09, -5.11], [-1.83, 2.62, -0.47], [-0.77, 1.64, 0.48], [-0.08, 2.53, 1.42], [-2.05, 0.88, 1.37], [-1.31, 3.22, -1.09], [-2.40, 3.35, 0.13], [-2.27, 2.00, -1.15], [-2.86, 0.40, 0.75], [-2.79, 1.47, 1.79], [-1.48, 0.35, 2.20], [-3.50, 3.08, -5.49], [-4.18, 2.00, -4.63], [-3.37, 1.53, -3.47], [-2.18, 2.15, -3.23], [-1.57, 3.17, -3.93], [-2.34, 3.67, -5.18], [-4.11, 3.56, -6.26], [-5.21, 1.68, -4.65], [-3.70, 0.99, -2.60], [-1.73, 1.61, -2.41], [-0.70, 3.75, -3.60], [-2.00, 4.70, -5.75]], "mulliken_charge": [-1.38, -0.78, 1.35, -2.53, 0.05, -1.35, -0.71, -0.23, -0.53, -0.68, 0.32, 0.46, 0.29, 0.55, 0.70, 1.33, 0.70, 0.42, -0.02, -0.96, 0.24, 0.28, 0.37, 0.50, 0.31, 0.30, 0.28, 0.42, 0.18, 0.23, -0.03, -0.69, -0.96, 1.29, -0.80, -1.52, -0.35, 0.38, 0.68, 0.58, 0.39, 0.33, 0.51, 0.82, -0.89, -0.89, -1.61, -0.50, 0.46, 0.39, -0.16, 0.65, -1.09, 0.54, -0.73, -0.07, 0.77, 0.48, -0.12, 0.62, -0.57, 0.08, -1.82, 0.82, -0.71, -1.18, 1.30, 0.28, 0.14, 0.33, 0.39, 0.33, -0.80, 2.60, -0.86, -1.61, 0.43, 0.48, -0.05, 0.56, 0.87, -0.10, -0.34, -0.63, -0.43, 2.17, -0.16, -0.64, 0.32, 0.39, 0.30, -1.04, 0.31, 0.21], "total_charge": 0, "relative_energy_kcal_mol": 0.0, "spin_multiplicity": 1, "homo_energy_ev": -6.67, "e_tot_ha": -3519.8865, "gap_ev": 6.745, "max_force_ev_per_a": 11.8}